# 1
Here is a cluster of 3 separate species, C36H23BN2O7 in total in a non-equilibrium geometry from the OMol25 dataset. Energies are from ωB97M-V/def2-TZVPD.

Energy ... -2046.818409 hartree
SMILES string ... O=C1c2ccccc2C(=O)c2ccccc21.O=C1c2ccccc2C(=O)c2ccccc21.OB(O)Oc1cccc2nccnc12
HOMO level ... -8.81 eV
HOMO-LUMO gap ... 7.74 eV
Lowest unoccupied orbital energy ... -1.07 eV

Geometry as ORCA input:
```
! wB97M-V def2-TZVPD RIJCOSX def2/J DEFGRID3
* xyz 0 1
O 5.136 1.297 3.069
C 4.423 0.688 2.293
C 4.440 -0.794 2.261
C 5.265 -1.492 3.139
C 5.257 -2.880 3.142
C 4.425 -3.576 2.269
C 3.615 -2.883 1.380
C 3.624 -1.491 1.369
C 2.768 -0.761 0.405
O 2.097 -1.368 -0.408
C 2.735 0.719 0.451
C 1.906 1.415 -0.424
C 1.842 2.799 -0.366
C 2.606 3.495 0.568
C 3.444 2.806 1.433
C 3.515 1.416 1.374
H 5.910 -0.955 3.824
H 5.896 -3.422 3.830
H 4.411 -4.660 2.281
H 2.972 -3.429 0.699
H 1.307 0.879 -1.148
H 1.192 3.338 -1.047
H 2.548 4.576 0.618
H 4.039 3.352 2.156
O -1.338 -0.350 1.269
C -1.670 -0.787 2.354
C -3.022 -1.365 2.554
C -3.909 -1.425 1.481
C -5.161 -1.999 1.649
C -5.533 -2.517 2.887
C -4.659 -2.443 3.962
C -3.404 -1.862 3.801
C -2.484 -1.772 4.962
O -2.836 -2.156 6.061
C -1.125 -1.213 4.757
C -0.238 -1.155 5.829
C 1.047 -0.664 5.641
C 1.451 -0.230 4.382
C 0.563 -0.273 3.313
C -0.727 -0.759 3.499
H -3.622 -1.028 0.514
H -5.848 -2.049 0.812
H -6.506 -2.976 3.013
H -4.954 -2.843 4.925
H -0.546 -1.497 6.811
H 1.737 -0.624 6.476
H 2.458 0.144 4.235
H 0.881 0.069 2.335
O -3.237 1.934 -9.162
B -2.600 0.933 -8.353
O -1.369 0.398 -8.797
O -3.277 0.572 -7.160
C -2.432 0.605 -6.042
C -2.046 -0.701 -5.484
C -1.182 -0.765 -4.261
C -0.746 0.487 -3.657
C -1.110 1.849 -4.198
N -0.604 2.957 -3.519
C -1.060 4.094 -4.116
C -1.956 4.173 -5.311
N -2.401 3.079 -5.983
C -1.965 1.890 -5.403
H -2.893 2.779 -8.799
H -0.698 1.100 -8.663
H -2.382 -1.661 -5.951
H -0.868 -1.718 -3.766
H -0.121 0.436 -2.726
H -0.727 5.070 -3.663
H -2.260 5.191 -5.677
*
```

---

# 2
Here is a structure of composition C36H24BCl3F2N7OTc from the OMol25 dataset. Energies are from ωB97M-V/def2-TZVPD.

Energy ... -3530.734426 hartree
HOMO level (alpha / beta) ... -9.86 / -10.79 eV
HOMO-LUMO gap (alpha / beta) ... 5.71 / 6.03 eV
Lowest unoccupied orbital energy (alpha / beta) ... -4.15 / -4.76 eV
Expectation value of S² ... 3.7966

Geometry as ORCA input:
```
! wB97M-V def2-TZVPD RIJCOSX def2/J DEFGRID3
* xyz 1 4
Tc 0.999 -0.049 -0.269
C 0.896 -4.488 -0.389
C 1.220 -3.334 -1.018
N 0.383 -2.201 -0.981
C -0.785 -2.407 -0.187
C -1.030 -3.609 0.420
N -0.234 -4.681 0.344
C -1.650 -1.245 -0.003
C -3.041 -1.253 -0.002
C -3.748 -0.061 0.032
C -3.011 1.140 0.015
C -1.643 1.094 0.027
N -0.993 -0.085 0.088
C -0.730 2.265 -0.092
C -1.142 3.587 -0.081
N -0.288 4.600 -0.179
C 1.000 4.302 -0.278
C 1.449 2.989 -0.289
N 0.586 1.981 -0.203
C -5.241 -0.043 0.010
C -5.958 1.144 0.101
C -7.343 1.105 0.070
N -8.054 -0.014 -0.043
C -7.362 -1.149 -0.125
C -5.978 -1.217 -0.102
H 1.572 -5.331 -0.464
H 2.117 -3.232 -1.606
H -1.916 -3.701 1.041
H -3.539 -2.206 -0.090
H -3.510 2.094 -0.041
H -2.191 3.835 0.019
H 1.702 5.122 -0.353
H 2.498 2.734 -0.358
H -5.476 2.106 0.206
H -7.910 2.027 0.142
H -7.943 -2.060 -0.215
H -5.512 -2.188 -0.177
Cl 3.361 3.186 -6.065
C 2.453 2.230 -4.951
C 3.115 1.613 -3.900
C 2.360 0.854 -3.032
Cl 3.132 0.088 -1.645
C 0.993 0.683 -3.174
O 0.283 -0.069 -2.271
C 0.356 1.335 -4.220
Cl -1.350 1.187 -4.390
C 1.083 2.105 -5.114
H 4.182 1.723 -3.770
H 0.580 2.604 -5.929
C 0.889 1.500 5.303
C 1.957 0.629 5.147
C 2.253 0.076 3.910
C 1.481 0.398 2.791
C 0.393 1.254 2.961
C 0.103 1.801 4.201
N 1.771 -0.166 1.530
C 2.954 -0.969 1.417
C 4.213 -0.376 1.311
C 5.336 -1.169 1.155
C 5.212 -2.556 1.107
C 3.964 -3.145 1.231
C 2.834 -2.351 1.394
H 0.666 1.929 6.270
H 2.570 0.365 5.999
H 3.083 -0.610 3.817
H -0.256 1.478 2.131
H -0.748 2.461 4.305
H 4.295 0.703 1.364
H 6.313 -0.709 1.075
H 6.093 -3.173 0.984
H 3.865 -4.223 1.212
H 1.855 -2.796 1.530
F -1.127 -1.871 -2.874
B 0.142 -1.591 -2.471
F 1.146 -1.996 -3.304
*
```

---

# 3
Here is a structure of composition C36H24BrFeN4O4S in a non-equilibrium geometry from the OMol25 dataset. Energies are from ωB97M-V/def2-TZVPD.

Energy ... -6142.267300 hartree
HOMO level (alpha / beta) ... -4.21 / -4.54 eV
HOMO-LUMO gap (alpha / beta) ... 6.61 / 6.92 eV
Lowest unoccupied orbital energy (alpha / beta) ... 2.40 / 2.38 eV
Expectation value of S² ... 6.0139

Geometry as ORCA input:
```
! wB97M-V def2-TZVPD RIJCOSX def2/J DEFGRID3
* xyz -1 5
Fe -0.023 -0.436 0.716
S 4.241 0.142 2.397
C 4.559 -0.102 0.712
C 5.775 -0.127 0.035
C 5.752 -0.306 -1.336
C 4.538 -0.463 -2.018
C 3.333 -0.439 -1.342
C 3.347 -0.251 0.038
N 2.220 -0.163 0.842
C 2.523 0.052 2.085
C 1.505 0.284 3.122
C 1.861 0.469 4.461
C 0.875 0.742 5.386
C -0.455 0.811 4.959
C -0.784 0.588 3.631
C 0.183 0.308 2.644
H 6.712 -0.003 0.564
H 6.684 -0.318 -1.888
H 4.545 -0.606 -3.091
H 2.382 -0.563 -1.848
H 2.898 0.394 4.781
H 1.128 0.892 6.429
H -1.233 1.027 5.685
H -1.832 0.632 3.342
C -6.457 2.268 -6.021
O -6.979 3.368 -5.298
C -6.135 3.983 -4.420
C -6.675 5.003 -3.651
C -5.889 5.648 -2.709
C -4.570 5.279 -2.497
C -4.018 4.306 -3.318
C -4.787 3.658 -4.274
N -3.825 6.064 -1.527
N -2.892 5.620 -0.852
C -2.675 4.223 -0.640
C -3.678 3.289 -0.487
C -3.423 1.950 -0.203
C -2.110 1.470 -0.086
O -1.820 0.256 0.158
C -1.044 2.447 -0.265
N 0.215 1.952 -0.221
C 1.218 2.777 -0.370
C 1.044 4.163 -0.579
C -0.216 4.673 -0.646
C -1.327 3.804 -0.487
H -7.276 1.877 -6.619
H -6.095 1.487 -5.348
H -5.645 2.573 -6.686
H -7.711 5.279 -3.805
H -6.308 6.440 -2.098
H -2.969 4.056 -3.226
H -4.323 2.902 -4.890
H -4.706 3.622 -0.571
H -4.235 1.245 -0.076
H 2.212 2.348 -0.330
H 1.911 4.800 -0.704
H -0.392 5.727 -0.814
Br 0.807 -4.631 -2.388
C 0.384 -5.326 -0.672
C 0.334 -6.713 -0.596
C 0.039 -7.338 0.603
C -0.206 -6.573 1.734
C -0.144 -5.192 1.650
C 0.151 -4.536 0.453
C 0.177 -3.014 0.503
O 0.154 -2.474 1.637
O 0.206 -2.355 -0.558
H 0.526 -7.296 -1.487
H 0.002 -8.419 0.649
H -0.444 -7.050 2.677
H -0.322 -4.566 2.513
*
```

---

Number 1: molar mass 606.40 Da. Number 2: molar mass 823.80 Da. Number 3: molar mass 744.43 Da.